No. 1
The following is a quantum chemistry calculation of a molecular structure, C2H10NS2 in a non-equilibrium geometry, from OMol25.

Geometry (Å):
C 0.7951 2.6951 1.1632
N 1.0575 1.3040 1.6023
H -0.1299 3.1975 1.4594
H 1.5730 3.3989 1.4400
H 0.6219 2.6138 0.0817
H 1.8587 1.0077 1.0484
H 0.3149 0.6298 1.0171
H 1.1395 1.1692 2.6040
C 0.9873 -2.0846 -0.8136
S -0.0167 -0.9171 0.0920
S -1.5441 -0.3097 -1.2112
H 0.7941 -3.1220 -0.5477
H 2.0325 -1.7814 -0.7949
H 0.8440 -2.0144 -1.8988
H -2.0660 0.4799 -0.2521

Output
E_HOMO: -12.48 eV
charge: +1
HOMO-LUMO gap: 8.96 eV
relative energy (zero: lowest compared OMol25 entry of this formula, charge and spin): 34.9 kcal per mole

=====

No. 2
The following is a quantum chemistry calculation of a molecular structure, C57H41BiCl3F5N3O4P2Si in a non-equilibrium geometry, from OMol25.

Geometry (Å):
Bi -0.6445 0.3890 0.6914
O 1.7913 1.2899 4.0970
C 1.3556 0.9389 3.0039
N 0.2091 0.2805 2.7761
C -0.8120 0.5398 3.7663
C -1.2919 1.9703 3.6064
C -2.2815 2.5217 4.4147
C -2.6450 3.8419 4.2112
C -2.0180 4.5742 3.2125
C -1.0425 3.9352 2.4657
N -0.6915 2.6789 2.6608
C 2.1317 1.2561 1.7663
C 3.4405 1.7221 1.8628
C 4.0902 2.1428 0.7211
C 3.4040 2.0984 -0.4913
C 2.1128 1.6221 -0.5071
N 1.4911 1.2156 0.5959
H -0.4049 0.4258 4.7811
H -1.6412 -0.1566 3.6173
H -2.7559 1.9285 5.1829
H -3.4117 4.2948 4.8247
H -2.2843 5.6031 3.0154
H -0.5165 4.4402 1.6644
H 3.8978 1.7554 2.8397
H 5.1095 2.4977 0.7606
H 3.8539 2.4411 -1.4090
H 1.5340 1.5662 -1.4173
C -0.3788 -3.3212 0.0597
Si 0.3932 -1.6602 -0.5319
C 2.3158 -1.6213 -0.6166
C 2.8967 -1.3677 -1.8622
C 4.2318 -1.0437 -2.0220
C 5.0430 -0.9404 -0.9060
C 4.5091 -1.2152 0.3375
C 3.1745 -1.5958 0.4972
P 2.5833 -1.6745 2.2297
C 4.0448 -2.4015 3.1077
C 4.9284 -3.3153 2.5408
C 5.8955 -3.9265 3.3158
C 5.9868 -3.6467 4.6701
C 5.1297 -2.7189 5.2373
C 4.1681 -2.0955 4.4597
C 1.6558 -3.2521 2.4274
C 2.0056 -4.4479 1.8127
C 1.3124 -5.6072 2.1101
C 0.2640 -5.5825 3.0162
C -0.0877 -4.3942 3.6335
C 0.6101 -3.2342 3.3454
C -0.1597 -1.7750 -2.3767
C 0.0210 -2.9893 -3.0418
C -0.5112 -3.2197 -4.2970
C -1.2485 -2.2296 -4.9237
C -1.4227 -1.0127 -4.2938
C -0.8834 -0.7764 -3.0346
P -1.1091 0.8792 -2.2384
C -2.6754 1.4217 -3.0397
C -2.6968 2.2430 -4.1633
C -3.8980 2.6938 -4.6835
C -5.1026 2.3008 -4.1291
C -5.0909 1.4719 -3.0218
C -3.8923 1.0641 -2.4682
C 0.1175 1.7640 -3.3012
C 1.0180 1.1060 -4.1358
C 1.9930 1.8120 -4.8181
C 2.0987 3.1831 -4.6676
C 1.2193 3.8457 -3.8246
C 0.2404 3.1450 -3.1463
H 0.2706 -4.1740 -0.1130
H -1.2936 -3.4953 -0.5019
H -0.6457 -3.3037 1.1101
H 2.2726 -1.4150 -2.7409
H 4.6326 -0.8410 -3.0067
H 6.0768 -0.6363 -1.0017
H 5.1471 -1.1203 1.2068
H 4.8661 -3.5432 1.4867
H 6.5764 -4.6326 2.8604
H 6.7292 -4.1459 5.2775
H 5.2076 -2.4844 6.2900
H 3.5020 -1.3615 4.8938
H 2.8010 -4.4677 1.0821
H 1.5776 -6.5349 1.6211
H -0.2888 -6.4868 3.2284
H -0.9167 -4.3723 4.3269
H 0.3317 -2.2989 3.8090
H 0.5907 -3.7696 -2.5558
H -0.3627 -4.1743 -4.7820
H -1.6859 -2.4013 -5.8976
H -1.9807 -0.2286 -4.7860
H -1.7738 2.5570 -4.6295
H -3.8929 3.3734 -5.5228
H -6.0408 2.6511 -4.5369
H -6.0209 1.1592 -2.5706
H -3.9027 0.4726 -1.5706
H 0.9531 0.0367 -4.2729
H 2.6699 1.2823 -5.4749
H 2.8568 3.7305 -5.2108
H 1.3021 4.9156 -3.7029
H -0.4492 3.6529 -2.4892
Cl -4.0703 -3.0143 -1.7791
C -4.1037 -2.3776 -0.1315
Cl -5.5413 -1.3744 0.0752
Cl -4.0854 -3.6926 1.0237
C -2.8803 -1.4456 0.0954
O -2.4589 -1.3358 1.2517
O -2.4543 -0.9052 -0.9229
F -7.1094 4.3429 0.3889
C -5.8364 3.9478 0.1403
C -5.2066 3.0071 0.9438
F -5.8750 2.4813 1.9934
C -3.9152 2.6046 0.6795
F -3.3882 1.6718 1.5165
C -3.1251 3.0992 -0.4042
O -1.9499 2.7256 -0.6550
C -3.8221 4.0840 -1.1721
F -3.1579 4.6534 -2.2106
C -5.1153 4.4865 -0.9203
F -5.6947 5.4199 -1.7076

Output
E_HOMO: -4.60 eV
charge: -1
HOMO-LUMO gap: 6.77 eV

=====

The records above give, respectively, DFT total energy values of -25389.00227, -155887.95721 eV.
The records above give, respectively, LUMO energy values of -3.527, 2.177 eV.